(1)
The following is a DFT calculation (ωB97M-V/def2-TZVPD) of 2 unconnected molecules or ions with the total composition C3H4F3N at a distorted geometry.

Last column: natural (NBO) charge in e.
Element x y z (Å)
1 C -1.33 0.99 -0.18  0.045
2 C -1.39 -0.20 0.31  0.432
3 C 1.52 -0.19 0.07  -0.510
4 N 0.56 -1.23 0.38  0.021
5 F -2.37 1.80 -0.37  -0.322
6 F -2.28 -1.12 0.43  -0.274
7 F 0.43 -1.99 -0.77  -0.261
8 H -0.37 1.66 -0.33  0.192
9 H 2.34 -0.47 0.84  0.232
10 H 1.66 0.01 -0.96  0.226
11 H 1.21 0.74 0.59  0.218

**HOMO energy (alpha / beta)**: -9.442 / -9.634 eV
**Kohn-Sham gap (alpha / beta)**: 9.217 / 9.356 eV
**Net charge**: 0
**Electronic energy**: -470.80989 hartree
**2S+1**: 1

(2)
The following is a DFT calculation (ωB97M-V/def2-TZVPD) of a molecular structure, C3H4F5N4O6S2 at a distorted geometry.

Last column: natural (NBO) charge in e.
Element x y z (Å)
1 N -2.35 -1.65 0.39  -0.867
2 C -2.06 -0.38 -0.18  0.655
3 N -3.09 0.50 -0.54  -0.665
4 C -4.21 0.49 0.34  1.089
5 F -5.15 -0.37 -0.07  -0.327
6 F -4.79 1.69 0.31  -0.313
7 F -3.86 0.26 1.59  -0.298
8 N -0.87 -0.03 -0.42  -0.469
9 C -0.43 1.29 -1.06  0.850
10 O -0.74 2.30 -0.45  -0.674
11 O 0.24 1.10 -2.06  -0.662
12 H -1.95 -2.36 -0.22  0.392
13 H -1.82 -1.71 1.25  0.394
14 H -3.38 0.30 -1.49  0.418
15 H -0.09 -0.66 -0.22  0.466
16 N 4.20 0.52 -0.26  -1.197
17 S 4.25 0.56 1.33  2.503
18 O 4.96 -0.50 1.96  -0.939
19 O 3.07 1.04 1.98  -0.934
20 F 5.25 1.79 1.48  -0.509
21 S 3.32 -0.64 -0.84  2.530
22 O 3.55 -0.86 -2.22  -0.930
23 O 1.96 -0.71 -0.38  -0.997
24 F 3.97 -1.95 -0.19  -0.516

**HOMO energy**: -6.625 eV
**Kohn-Sham gap**: 8.643 eV
**Net charge**: -1
**Electronic energy**: -2082.99821 hartree
**2S+1**: 1

(3)
The following is a DFT calculation (ωB97M-V/def2-TZVPD) of a molecular structure, C3H4F6KO3P at a distorted geometry.

Last column: natural (NBO) charge in e.
Element x y z (Å)
1 K 5.95 14.87 13.11  0.990
2 P 8.80 16.64 14.58  2.588
3 F 9.45 18.08 14.74  -0.582
4 F 7.51 17.14 13.71  -0.619
5 F 9.55 16.37 13.07  -0.594
6 F 8.09 15.16 14.55  -0.618
7 F 10.19 16.19 15.42  -0.582
8 F 8.11 17.07 15.99  -0.588
9 C 1.11 11.93 11.19  -0.091
10 C 0.65 12.38 12.52  -0.097
11 O 1.64 13.24 13.05  -0.475
12 C 2.60 13.48 12.08  1.005
13 O 3.48 14.31 12.09  -0.629
14 O 2.26 12.65 10.97  -0.489
15 H 0.34 12.24 10.49  0.195
16 H 1.27 10.85 11.22  0.192
17 H 0.52 11.50 13.15  0.199
18 H -0.28 12.92 12.37  0.193

**HOMO energy**: -11.207 eV
**Kohn-Sham gap**: 10.487 eV
**Net charge**: 0
**Electronic energy**: -1883.16327 hartree
**2S+1**: 1

(4)
The following is a DFT calculation (ωB97M-V/def2-TZVPD) of C3H4FI in the gas phase at a distorted geometry.

Last column: natural (NBO) charge in e.
Element x y z (Å)
1 F 1.31 1.57 -0.34  -0.411
2 C 0.67 0.24 0.25  0.172
3 I 1.59 -0.31 2.00  0.197
4 C -0.82 0.30 0.21  -0.449
5 C -0.08 -0.70 -0.70  -0.430
6 H -1.37 1.24 -0.21  0.251
7 H -1.35 -0.14 0.94  0.217
8 H 0.10 -1.73 -0.51  0.232
9 H -0.04 -0.47 -1.64  0.221

**HOMO energy**: -9.689 eV
**Kohn-Sham gap**: 10.094 eV
**SMILES string**: FC1(I)CC1
**Net charge**: 0
**Electronic energy**: -514.17744 hartree
**2S+1**: 1

(5)
The following is a DFT calculation (ωB97M-V/def2-TZVPD) of C3H4FN in the gas phase at a distorted geometry.

Last column: natural (NBO) charge in e.
Element x y z (Å)
1 C -0.37 -0.59 -1.60  -0.043
2 N 0.30 -0.64 -0.55  -0.400
3 C 0.20 0.41 0.30  -0.156
4 C 0.24 0.16 1.61  0.221
5 F 0.38 1.28 2.35  -0.333
6 H -0.20 -1.37 -2.26  0.176
7 H -1.04 0.22 -1.74  0.147
8 H 0.29 1.40 -0.13  0.199
9 H 0.20 -0.86 2.02  0.189

**HOMO energy**: -8.935 eV
**Kohn-Sham gap**: 9.708 eV
**SMILES string**: C=N/C=C/F
**Net charge**: 0
**Electronic energy**: -271.25608 hartree
**2S+1**: 1

(6)
The following is a DFT calculation (ωB97M-V/def2-TZVPD) of C3H4FN3O in the gas phase at a distorted geometry.

Last column: natural (NBO) charge in e.
Element x y z (Å)
1 O -1.48 -2.22 0.16  -0.615
2 C -0.99 -1.10 0.20  0.750
3 N -1.72 -0.02 0.62  -0.620
4 C -0.93 1.13 0.56  0.185
5 N 0.24 0.90 0.13  -0.263
6 N 0.31 -0.49 -0.09  -0.335
7 C 1.75 -0.92 -0.33  0.242
8 F 2.48 -0.89 0.79  -0.330
9 H -2.73 -0.10 0.48  0.434
10 H -1.30 2.14 0.89  0.216
11 H 1.77 -1.91 -0.78  0.171
12 H 2.12 -0.32 -1.04  0.166

**HOMO energy**: -9.329 eV
**Kohn-Sham gap**: 10.132 eV
**SMILES string**: O=c1[nH]cnn1CF
**Net charge**: 0
**Electronic energy**: -456.06758 hartree
**2S+1**: 1

(7)
The following is a DFT calculation (ωB97M-V/def2-TZVPD) of C3H4FN3O in the gas phase at a distorted geometry.

Last column: natural (NBO) charge in e.
Element x y z (Å)
1 O 2.61 -0.94 -0.22  -0.489
2 N 1.45 -0.27 -0.07  0.088
3 C 0.22 -0.64 0.03  -0.013
4 C -0.49 0.40 0.00  -0.108
5 C -1.85 0.39 0.05  0.059
6 F -2.20 -0.98 -0.46  -0.405
7 N 0.32 1.48 -0.16  -0.199
8 N 1.52 1.05 -0.41  -0.085
9 H 3.30 -0.33 0.35  0.498
10 H 0.10 -1.74 0.46  0.251
11 H -2.37 1.13 -0.64  0.207
12 H -2.60 0.46 1.06  0.197

**HOMO energy**: -9.808 eV
**Kohn-Sham gap**: 10.304 eV
**SMILES string**: On1cc(CF)nn1
**Net charge**: 0
**Electronic energy**: -455.90179 hartree
**2S+1**: 1

(8)
The following is a DFT calculation (ωB97M-V/def2-TZVPD) of a molecular structure, C3H4FN3O at a distorted geometry.

Last column: natural (NBO) charge in e.
Element x y z (Å)
1 C 0.74 0.15 -0.17  -0.050
2 C 0.31 -1.20 -0.05  -0.042
3 C -0.51 0.77 -0.12  0.458
4 H 3.30 -0.33 -0.39  0.392
5 H 2.49 1.56 -0.23  0.374
6 H 0.82 -2.15 0.18  0.216
7 H -3.12 0.41 1.10  0.448
8 N 2.19 0.40 0.17  -0.837
9 N -0.93 -1.34 -0.13  -0.263
10 N -1.51 -0.19 -0.24  0.065
11 O -2.82 -0.04 -0.02  -0.484
12 F -0.96 1.96 -0.11  -0.278

**HOMO energy**: -8.572 eV
**Kohn-Sham gap**: 8.509 eV
**Net charge**: 0
**Electronic energy**: -455.81147 hartree
**2S+1**: 1